1.
C16H32F6N2O10S4Sr2 | ωB97M-V/def2-TZVPD

As for the total charge: +2. For the frontier orbital gap, the calculation gives 0.9 eV. For the LUMO energy, the calculation gives -9.508 eV.

The geometry in XYZ format:
```
72
C16H32F6N2O10S4Sr2 ωB97M-V/def2-TZVPD
Sr 7.12143 -3.28823 -3.60932
Sr 0.49770 -9.08398 1.74694
O 0.45495 -2.05800 -1.70344
C 1.01632 -3.09198 -1.06269
O 2.25044 -3.08101 -1.03751
O 0.37527 -3.95563 -0.46852
H 1.09511 -1.52438 -2.17993
C 5.57275 0.23339 -9.15517
F 6.56357 0.10049 -8.29591
F 5.01423 1.44926 -9.05616
F 5.76536 -0.04414 -10.42057
S 4.17891 -0.99262 -8.58464
O 3.64915 -0.33543 -7.36083
O 3.20884 -1.09610 -9.64803
N 5.11449 -2.41057 -8.17601
S 4.71049 -3.28176 -9.37457
O 3.30215 -3.91085 -9.26999
O 5.15974 -2.74774 -10.71718
C 5.96601 -4.80477 -8.97477
F 6.81454 -4.48218 -8.09637
F 5.28701 -5.88682 -8.50184
F 6.61687 -5.06142 -10.10730
C -1.60660 4.48955 7.56449
C -0.12360 4.87555 7.88667
C 0.73247 3.66970 8.45011
C 0.92271 2.46490 7.48997
C 1.69738 3.06144 6.28468
C 0.87002 4.24264 5.63466
N 0.59596 5.35190 6.69807
O 0.05363 6.53645 6.20245
C 1.82690 4.93083 4.75211
C -0.22830 3.74290 4.68638
C 0.05569 6.05027 8.90220
H -1.86701 3.43113 7.55810
H -2.02212 4.94582 6.66602
H -2.36454 4.83013 8.26991
H 1.68108 4.03867 8.84009
H 0.30608 3.21057 9.34201
H 0.02631 1.87083 7.31205
H 1.55791 1.72734 7.98051
H 2.05273 2.36333 5.52674
H 2.68324 3.36344 6.63818
H 2.34807 4.45703 3.92025
H 1.42635 5.74450 4.14745
H 2.68769 5.39810 5.23044
H -0.73839 2.93850 5.21634
H -0.98870 4.36940 4.22014
H 0.38668 3.15675 4.00349
H -0.13030 5.66023 9.90289
H -0.68206 6.83705 8.74472
H 0.97829 6.62252 8.80496
H 0.74831 7.07358 6.59040
C -4.38840 -2.37560 -9.87592
S -5.47854 -1.93870 -8.44445
O -6.21099 -3.19180 -7.95178
C -4.02141 -1.60176 -7.25301
H -3.84234 -1.46762 -10.13185
H -4.79682 -2.77450 -10.80445
H -3.62632 -3.10827 -9.61035
H -3.70206 -0.56067 -7.20573
H -3.16750 -2.25258 -7.44107
H -4.25346 -1.87200 -6.22285
C -6.14540 -5.32108 1.06080
S -6.05998 -5.95733 2.80575
O -4.76012 -6.73916 2.88897
C -5.92093 -4.49785 3.95501
H -6.28556 -6.09032 0.30137
H -5.18545 -4.87064 0.80843
H -6.94998 -4.58928 0.98865
H -6.80377 -3.85949 3.92049
H -4.97355 -3.95952 3.92707
H -6.04855 -5.07269 4.87228
```

2.
C16H32FNO10S2 | ωB97M-V/def2-TZVPD

For the frontier orbital gap, the calculation gives 9.1 eV. For the LUMO energy, the calculation gives -0.238 eV.

The geometry in XYZ format:
```
62
C16H32FNO10S2 ωB97M-V/def2-TZVPD
N 3.54442 0.13426 -0.46514
H 4.20493 -0.33863 -1.17970
H 3.18257 0.84524 -0.88205
H 4.00840 0.55381 0.31355
H 2.92609 -0.27043 -0.09932
F 0.61903 0.31721 -0.54724
C -2.07048 3.78074 -0.69737
C -1.15465 3.14450 -1.77559
C -1.88629 1.91132 -2.42992
O -1.93873 2.23070 -3.81143
C -1.41508 3.50576 -3.95936
O -1.37571 4.03541 -5.04653
O -0.91941 3.95090 -2.87399
H -1.61500 4.56067 -0.09035
H -2.45991 3.00439 0.01206
H -3.04686 4.14758 -1.14532
H -0.28017 2.79157 -1.34945
H -2.79638 1.53491 -1.92389
H -1.34333 1.10117 -2.35001
C -1.36418 -2.40322 1.52163
C -2.42572 -1.42703 1.45880
C -2.52196 -0.64977 0.08186
O -3.80830 -0.87817 -0.44070
C -4.32444 -1.83737 0.38402
O -5.50779 -2.27552 0.23690
O -3.61861 -2.11067 1.41874
H -0.45872 -1.89030 1.31695
H -1.32268 -3.12090 0.72690
H -1.17193 -2.84490 2.47167
H -2.25753 -0.83469 2.32692
H -1.83878 -0.95161 -0.54200
H -2.31543 0.51428 0.22373
C 0.47560 -3.66684 -1.32911
C 1.40158 -4.94755 -1.30605
C 2.76196 -4.42351 -1.68131
S 2.41369 -3.18420 -2.89763
O 2.22100 -3.78794 -4.16519
O 3.25641 -2.04749 -2.55301
C 0.86285 -2.73739 -2.36720
H 0.71075 -3.16740 -0.39596
H -0.62563 -3.90836 -1.35787
H 0.96927 -5.63488 -1.90435
H 1.40047 -5.30606 -0.26635
H 3.47904 -5.26290 -1.97292
H 3.23408 -4.03830 -0.79145
H 0.27694 -2.85196 -3.28170
H 0.73853 -1.82836 -2.17832
C 0.65934 2.53614 4.42358
C -0.41948 2.61421 3.39961
C 0.00926 1.99367 2.16573
S 1.80664 2.19287 2.13965
O 2.10009 3.26188 1.28940
O 2.62151 1.04006 1.96352
C 2.05550 2.82064 3.75572
H 0.68057 1.52364 5.07777
H 0.66513 3.22878 5.09739
H -0.59645 3.65176 3.10125
H -1.24580 2.26514 3.89027
H -0.26980 2.25298 1.11753
H 0.00870 0.94899 2.30323
H 2.27963 3.91031 3.74927
H 2.82122 2.32082 4.09010
```

3.
C16H32IN2O4P2Pr | ωB97M-V/def2-TZVPD

As for the spin multiplicity: 3. As for the total charge: +2. For the frontier orbital gap (alpha / beta), the calculation gives 5.3 / 5.3 eV. For the LUMO energy (alpha / beta), the calculation gives -9.738 / -9.737 eV.

The geometry in XYZ format:
```
58
C16H32IN2O4P2Pr ωB97M-V/def2-TZVPD
C -2.45272 -3.61176 -2.06041
I -1.97958 -1.76054 -3.79964
H -2.30681 -3.53931 -0.96803
H -1.84656 -4.41090 -2.49872
H -3.52387 -3.68226 -2.26908
Pr -1.27870 -1.71038 -0.86330
P 1.31837 -2.86580 -1.20751
C 2.13989 -2.31810 -2.76701
C 2.62503 -2.52772 0.02161
H 3.47653 -3.20199 -0.13912
H 2.42884 -5.01457 -1.46610
H 2.22197 -2.68502 1.03087
H 0.99129 -5.11332 -0.38790
H 2.24740 -1.22137 -2.72869
H 2.95267 -1.48358 -0.06059
C 1.38732 -4.69192 -1.32418
H 3.13625 -2.78026 -2.89759
H 0.75810 -5.03587 -2.15792
H 1.49263 -2.57957 -3.61919
P -3.27894 0.31691 -0.46260
C -3.39519 1.47405 -1.89036
C -4.96257 -0.39401 -0.39838
H -3.13560 0.91253 1.87257
H -4.29559 1.93083 0.98485
H -2.53773 2.21853 0.83783
C -3.31274 1.45449 0.93978
H -5.01261 -1.09883 0.44273
H -5.69625 0.40791 -0.24759
H -4.19875 2.21766 -1.75095
H -3.57977 0.88844 -2.80143
H -5.18196 -0.94055 -1.32422
H -2.43138 1.99061 -2.00647
C -0.28428 0.41505 -2.20425
O -0.15183 1.14934 -3.07896
C 1.46590 4.20150 2.54540
C 0.85654 3.20817 1.56814
C 1.44903 1.78358 1.64300
C 3.00400 1.84481 1.71260
C 3.67668 2.58648 0.58394
C 0.97550 1.11166 2.94762
O 1.24901 1.49353 4.07323
N 0.15981 -0.02132 2.84857
C -0.28866 -0.60607 1.69353
O -1.09075 -1.58415 1.69563
N 0.15292 -0.09058 0.52795
C 0.99231 0.97009 0.41999
O 1.38666 1.28971 -0.72335
H 1.61145 3.73121 3.52532
H 0.79293 5.05957 2.66961
H 2.43442 4.58994 2.20494
H -0.22161 3.14896 1.75474
H 0.96262 3.58770 0.55053
H 3.27347 2.30360 2.66584
H 3.39267 0.82371 1.76207
H 3.74451 3.66046 0.77900
H 4.69976 2.21639 0.46035
H 3.14866 2.43677 -0.36319
H -0.16068 -0.45443 3.70448
```

4.
C16H32MnNSe2Si2 | ωB97M-V/def2-TZVPD

As for the spin multiplicity: 6. As for the total charge: +1. For the frontier orbital gap (alpha / beta), the calculation gives 8.3 / 8.3 eV. For the LUMO energy (alpha / beta), the calculation gives -2.438 / -2.878 eV.

The geometry in XYZ format:
```
54
C16H32MnNSe2Si2 ωB97M-V/def2-TZVPD
Mn 0.19302 -0.16514 0.58647
C 0.22348 0.37926 4.42377
Se -0.62791 1.08991 2.82750
C 0.57600 2.60024 2.50248
C 0.16642 3.36428 1.25863
Se 0.19371 2.31452 -0.40888
C -1.71232 2.37665 -0.82223
H 1.24400 0.07706 4.21137
H -0.36405 -0.48003 4.73483
H 0.18973 1.14372 5.19485
H 1.59416 2.21810 2.43291
H 0.50756 3.25584 3.37016
H 0.84756 4.19760 1.09855
H -0.84381 3.76148 1.34598
H -1.97889 3.39540 -1.08703
H -2.29335 2.03173 0.02916
H -1.87350 1.72184 -1.67564
C 1.12205 -3.03118 3.19055
Si 2.26566 -2.48211 1.80402
C 3.53336 -3.81839 1.48494
C 3.20307 -0.94335 2.37010
C 1.21027 -2.01631 0.34354
C -0.12286 -2.65860 0.23114
C -0.38223 -4.03168 0.18734
C -1.68227 -4.47935 0.07048
C -2.72740 -3.56045 -0.00346
C -2.41912 -2.22110 0.04657
N -1.15952 -1.77981 0.15893
Si 2.00943 -1.83810 -1.33312
C 0.74306 -1.08887 -2.51717
C 2.55317 -3.45842 -2.08983
C 3.47497 -0.67434 -1.21025
H 1.65077 -3.05583 4.14629
H 0.73212 -4.03518 3.00970
H 0.25968 -2.36684 3.29572
H 4.04682 -4.08031 2.41332
H 4.29222 -3.49152 0.77072
H 3.07385 -4.72744 1.09051
H 3.71136 -1.11104 3.32287
H 2.52843 -0.08848 2.49534
H 3.96091 -0.64941 1.64251
H 0.44786 -4.72388 0.23718
H -1.88980 -5.54105 0.03166
H -3.75503 -3.87947 -0.09584
H -3.19394 -1.46602 -0.00527
H -0.13690 -1.72854 -2.61613
H 1.18367 -0.97712 -3.51070
H 0.39765 -0.09150 -2.21890
H 1.71347 -4.14818 -2.20421
H 3.31450 -3.95406 -1.48543
H 2.97207 -3.28637 -3.08432
H 3.21070 0.27447 -0.73508
H 3.86662 -0.44992 -2.20491
H 4.28963 -1.12189 -0.63700
```

The evaluated max |F| for the records listed, in turn: 7.4, 16.6, 5.8, 0.2 eV/Å.
The evaluated DFT total energy for the records listed, in turn: -101851.2137, -63456.2776, -69014.7434, -196366.4432 eV.